Entry 1:
This record from the OMol25 dataset describes a 2-piece molecular cluster, C5H6N2 overall in a non-equilibrium geometry. The level of theory is ωB97M-V/def2-TZVPD.

Output
- electronic energy (eV) = -8260.0887
- Kohn-Sham gap (eV) = 10.791
- energy above the lowest of the compared OMol25 structures with the same formula, charge and spin (kcal/mol) = 52.3
- molar mass (g/mol) = 94.1

Last column: Mulliken charge in e.
CARTESIAN COORDINATES (ANGSTROEM)
1 C -2.081 -2.563 2.140  0.21
2 C 1.072 0.047 -1.276  -0.27
3 C 0.803 -1.074 -0.287  -0.34
4 C 0.265 1.026 -0.953  -0.34
5 C -0.363 0.653 0.382  -0.40
6 N -3.058 -2.920 2.631  -0.36
7 N -0.052 -0.716 0.619  -0.35
8 H 1.638 0.102 -2.261  0.30
9 H 1.125 -2.042 -0.359  0.49
10 H -1.325 -2.264 1.535  0.19
11 H 0.296 2.089 -1.251  0.35
12 H 0.062 1.428 1.123  0.23
13 H -1.513 0.813 0.381  0.29


Entry 2:
This record from the OMol25 dataset describes C25H37GeN2O2RhSe as an isolated structure. The level of theory is ωB97M-V/def2-TZVPD.

Output
- electronic energy (eV) = -158467.3822
- multiplicity = 5
- Kohn-Sham gap (alpha / beta) (eV) = 7.477 / 6.249
- energy above the lowest of the compared OMol25 structures with the same formula, charge and spin (kcal/mol) = 14.8
- expectation value of S² = 6.01
- molar mass (g/mol) = 652.1

Last column: Mulliken charge in e.
CARTESIAN COORDINATES (ANGSTROEM)
1 Rh 0.670 0.157 -0.807  0.66
2 O 0.452 -1.420 -2.226  -0.75
3 C -0.292 -1.308 -3.270  0.03
4 C -1.155 -2.371 -3.647  -0.55
5 C -1.909 -2.318 -4.790  -0.52
6 C -1.868 -1.190 -5.625  -0.70
7 C -1.060 -0.138 -5.283  -0.70
8 C -0.260 -0.160 -4.124  1.04
9 C 0.482 1.016 -3.800  -0.36
10 N 1.188 1.235 -2.747  0.32
11 C 1.742 2.563 -2.545  -1.13
12 C 1.609 2.923 -1.055  -0.58
13 N 0.389 2.303 -0.605  0.43
14 C -0.539 2.958 -0.012  -1.02
15 C -1.844 2.437 0.243  1.04
16 C -2.765 3.191 0.992  -0.71
17 C -4.036 2.736 1.233  -0.71
18 C -4.427 1.485 0.734  -0.45
19 C -3.552 0.715 0.009  -0.55
20 C -2.239 1.166 -0.303  0.43
21 O -1.492 0.463 -1.078  -0.41
22 H -1.174 -3.238 -2.999  0.45
23 H -2.547 -3.153 -5.053  0.40
24 H -2.473 -1.150 -6.521  0.39
25 H -1.031 0.741 -5.918  0.35
26 H 0.401 1.822 -4.539  0.22
27 H 1.203 3.303 -3.148  0.53
28 H 2.797 2.588 -2.834  0.34
29 H 1.600 4.010 -0.922  0.52
30 H 2.456 2.505 -0.499  0.02
31 H -0.338 3.985 0.308  0.12
32 H -2.456 4.156 1.380  0.36
33 H -4.732 3.338 1.802  0.39
34 H -5.430 1.121 0.920  0.42
35 H -3.854 -0.237 -0.409  0.44
36 C 4.645 -1.497 0.729  -1.70
37 C 3.657 -0.578 -0.003  1.05
38 C 4.041 -0.489 -1.482  -1.30
39 C 2.243 -1.100 0.172  -0.77
40 H 5.670 -1.157 0.566  0.42
41 H 4.561 -2.519 0.353  0.38
42 H 4.456 -1.512 1.805  0.36
43 H 3.739 0.419 0.450  -0.05
44 H 4.048 -1.488 -1.923  0.36
45 H 5.032 -0.048 -1.603  0.39
46 H 3.316 0.109 -2.036  0.08
47 H 2.011 -1.261 1.225  0.26
48 H 2.102 -2.039 -0.373  0.51
49 C 0.033 -2.558 4.172  -1.29
50 Ge -1.283 -1.472 3.173  0.58
51 C -1.380 -2.224 1.369  -0.86
52 C -3.020 -1.527 4.104  -1.23
53 C -0.860 0.487 3.178  -0.58
54 Se 0.744 1.150 2.279  0.22
55 C 1.985 0.423 3.601  -0.98
56 H -0.403 -3.547 4.318  0.39
57 H 0.267 -2.144 5.153  0.35
58 H 0.958 -2.685 3.608  0.38
59 H -1.185 -3.297 1.391  0.45
60 H -0.631 -1.769 0.731  0.10
61 H -2.353 -2.055 0.915  0.31
62 H -3.389 -2.548 4.200  0.37
63 H -3.755 -0.945 3.547  0.34
64 H -2.924 -1.103 5.104  0.38
65 H -0.796 0.842 4.207  0.52
66 H -1.687 1.018 2.703  -0.07
67 H 1.789 -0.636 3.743  0.16
68 H 1.855 0.956 4.540  0.39
69 H 2.995 0.564 3.224  0.29


Entry 3:
This record from the OMol25 dataset describes a 2-piece molecular cluster, C6H15FNO2 overall in a non-equilibrium geometry. The level of theory is ωB97M-V/def2-TZVPD.

Output
- electronic energy (eV) = -14765.6751
- Kohn-Sham gap (eV) = 4.356
- molar mass (g/mol) = 152.2
- total charge = -1

Last column: Mulliken charge in e.
CARTESIAN COORDINATES (ANGSTROEM)
1 C -0.102 0.470 3.109  -1.10
2 C -1.602 0.102 3.025  0.85
3 N -2.506 1.035 3.511  -0.99
4 F -1.714 -1.125 3.768  -0.35
5 H 0.405 0.233 2.172  0.11
6 H -0.003 1.527 3.308  0.39
7 H 0.405 -0.057 3.919  0.33
8 H -1.801 -0.178 1.967  -0.30
9 H -2.771 1.640 2.740  0.09
10 C 2.422 -0.629 -2.342  -0.71
11 O 1.168 -1.092 -2.807  -0.37
12 C 0.359 -1.642 -1.773  -0.57
13 C -0.667 -0.657 -1.260  -0.52
14 O -0.060 0.452 -0.626  -0.20
15 C -0.017 1.616 -1.423  -0.85
16 H 2.862 -0.021 -3.131  0.24
17 H 2.318 -0.019 -1.442  0.30
18 H 3.090 -1.472 -2.131  0.32
19 H 0.983 -1.992 -0.946  0.32
20 H -0.162 -2.509 -2.194  0.38
21 H -1.288 -1.156 -0.509  0.39
22 H -1.321 -0.327 -2.075  0.35
23 H -1.009 2.076 -1.486  0.29
24 H 0.349 1.406 -2.433  0.37
25 H 0.662 2.318 -0.940  0.24


Entry 4:
This record from the OMol25 dataset describes a 2-piece molecular cluster, C4H13N3 overall in a non-equilibrium geometry. The level of theory is ωB97M-V/def2-TZVPD.

Output
- electronic energy (eV) = -8808.4310
- Kohn-Sham gap (eV) = 10.752
- energy above the lowest of the compared OMol25 structures with the same formula, charge and spin (kcal/mol) = 118.7
- molar mass (g/mol) = 103.2
- total charge = +2

Last column: Mulliken charge in e.
CARTESIAN COORDINATES (ANGSTROEM)
1 C 0.060 2.741 -0.256  0.38
2 C -1.002 2.773 0.661  -0.67
3 C 0.226 -0.591 -1.405  -0.86
4 C 0.871 -2.472 0.935  -0.75
5 N 0.973 2.739 -0.953  -0.02
6 N 0.054 -0.271 0.103  -0.35
7 N -0.268 -1.510 0.812  -0.25
8 H -1.379 1.700 0.881  0.25
9 H -0.993 3.448 1.514  0.40
10 H -1.731 3.108 -0.015  0.31
11 H -0.353 -1.572 -1.608  0.36
12 H 1.234 -0.504 -1.873  0.33
13 H -0.137 0.289 -1.939  0.33
14 H 1.784 -1.938 0.660  0.31
15 H 0.980 -2.978 1.968  0.35
16 H 0.843 -3.238 0.193  0.34
17 H 1.542 3.167 -1.702  0.37
18 H 0.918 0.135 0.425  0.34
19 H -0.485 -1.102 1.860  0.42
20 H -1.089 -2.051 0.583  0.41


> Look up the molar mass of the first one.

94.1 g/mol